C4H10FN3 | ωB97M-V/def2-TZVPD

Last column: Löwdin charge in e.
CARTESIAN COORDINATES (ANGSTROEM)
C -0.207 -1.634 0.404  -0.067
C -0.291 -0.168 0.063  -0.525
C -0.748 -0.145 -1.384  -0.167
C 1.024 0.517 0.281  -0.446
H 0.284 -1.812 1.376  0.093
H 0.349 -2.209 -0.370  0.098
H -1.164 -2.151 0.268  0.090
H -1.190 0.161 1.905  0.065
H -1.299 1.428 0.897  0.076
H -1.666 -0.746 -1.508  0.135
H 0.072 -0.479 -2.080  0.150
H 0.181 2.195 -0.580  0.067
H 1.808 2.443 -0.047  0.093
H 2.196 -0.937 0.862  0.058
N -1.346 0.411 0.962  0.101
N 0.961 1.900 -0.017  0.113
N 2.126 0.114 0.782  0.115
F -1.092 1.113 -1.815  -0.048

Results
electronic energy: -11497.791 eV
SMILES: [H]/N=C(/N)[C@@](C)(N)CF
relative energy (zero: lowest compared OMol25 entry of this formula, charge and spin): 0.186 eV
E_HOMO: -9.10 eV
gap between HOMO and LUMO: 10.0 eV

C2H10N4 | ωB97M-V/def2-TZVPD

Last column: Löwdin charge in e.
CARTESIAN COORDINATES (ANGSTROEM)
C 0.231 -0.213 0.092  -0.667
C 1.047 -0.084 -1.169  -0.047
N -1.122 0.156 0.064  -0.034
N 0.871 0.209 1.239  0.081
N -1.151 1.802 0.202  0.038
N -0.172 -1.856 0.289  -0.009
H -1.734 -0.233 -0.645  0.102
H 1.864 0.397 1.266  0.091
H 0.313 0.630 1.968  0.088
H -2.069 1.995 0.613  0.045
H -1.212 2.197 -0.743  0.042
H 0.415 -2.613 0.643  0.025
H -1.055 -2.219 0.642  0.017
H 1.943 -0.706 -1.093  0.078
H 1.350 0.954 -1.326  0.076
H 0.480 -0.416 -2.040  0.075

Results
electronic energy: -8193.834 eV
SMILES: CC(N)(N)NN
relative energy (zero: lowest compared OMol25 entry of this formula, charge and spin): 3.002 eV
E_HOMO: -7.73 eV
gap between HOMO and LUMO: 8.8 eV

C18H22ClF2N3O4 | ωB97M-V/def2-TZVPD

Last column: Löwdin charge in e.
CARTESIAN COORDINATES (ANGSTROEM)
C 1.139 -1.740 1.076  -0.016
N 1.468 -0.407 1.574  -0.067
C 0.337 0.452 1.900  -0.165
C -0.280 1.100 0.666  -0.169
C -1.554 1.873 1.009  -0.172
C -2.826 1.032 0.923  -0.171
N -3.061 0.486 -0.403  0.077
C -2.769 -0.800 -0.712  -0.425
O -2.282 -1.598 0.067  0.083
C -3.111 -1.191 -2.108  -0.152
C -3.968 -0.672 -3.018  0.084
C -3.863 -1.524 -4.169  -0.211
N -4.483 -1.477 -5.356  0.117
C -4.148 -2.427 -6.189  -0.728
Cl -4.926 -2.411 -7.746  0.661
C -3.222 -3.454 -5.938  -0.082
C -2.585 -3.503 -4.716  0.041
C -2.934 -2.502 -3.828  -0.199
O -2.474 -2.306 -2.569  0.128
C 2.778 -0.177 1.813  -0.396
O 3.609 -1.062 1.652  0.056
C 3.255 1.194 2.348  -0.445
C 3.131 1.172 3.875  0.008
O 2.450 2.227 1.784  -0.008
C 4.712 1.366 1.899  -0.046
C 5.444 2.491 2.573  -0.366
F 6.662 2.666 1.992  0.059
F 4.764 3.689 2.415  0.028
H 1.769 -1.991 0.226  0.095
H 1.304 -2.494 1.848  0.099
H 0.093 -1.754 0.776  0.069
H -0.406 -0.173 2.407  0.134
H 0.642 1.231 2.590  0.103
H 0.469 1.773 0.247  0.109
H -0.486 0.339 -0.090  0.101
H -1.484 2.293 2.017  0.116
H -1.661 2.727 0.334  0.110
H -2.771 0.179 1.599  0.120
H -3.694 1.628 1.210  0.120
H -3.330 1.107 -1.147  0.139
H -4.616 0.180 -2.897  0.124
H -3.024 -4.188 -6.705  0.103
H -1.865 -4.271 -4.471  0.129
H 3.802 0.423 4.298  0.105
H 3.376 2.150 4.291  0.089
H 2.114 0.928 4.179  0.085
H 2.913 3.062 1.917  0.092
H 5.255 0.443 2.091  0.134
H 4.732 1.545 0.822  0.149
H 5.602 2.365 3.645  0.154

Results
electronic energy: -49641.880 eV
SMILES: CN(CCCCNC(=O)c1cc2nc(Cl)ccc2o1)C(=O)[C@](C)(O)CC(F)F
relative energy (zero: lowest compared OMol25 entry of this formula, charge and spin): 0.164 eV
E_HOMO: -9.16 eV
gap between HOMO and LUMO: 9.0 eV

C35H25AsIOPPbS7 | ωB97M-V/def2-TZVPD

Last column: Löwdin charge in e.
CARTESIAN COORDINATES (ANGSTROEM)
Pb 0.617 1.777 -1.169  0.894
I 2.263 -0.161 1.517  1.154
C 2.012 1.342 2.963  -0.596
C 3.169 1.912 3.421  -0.164
C 3.171 2.756 4.545  -0.074
C 2.014 2.942 5.237  -0.035
C 0.801 2.368 4.788  -0.161
C -0.367 2.526 5.572  -0.027
C -1.548 1.984 5.176  -0.056
C -1.629 1.361 3.917  -0.081
C -0.537 1.204 3.097  -0.308
P -0.909 0.780 1.340  0.935
C -2.556 1.559 1.155  -0.446
C -2.571 2.949 1.043  -0.139
C -3.759 3.632 0.850  -0.078
C -4.953 2.927 0.751  -0.078
C -4.947 1.545 0.854  -0.072
C -3.755 0.861 1.059  -0.096
C -1.265 -1.002 1.304  -0.404
C -1.681 -1.552 0.090  -0.124
C -1.941 -2.910 -0.006  -0.074
C -1.764 -3.733 1.099  -0.082
C -1.333 -3.193 2.302  -0.077
C -1.089 -1.830 2.407  -0.095
C 0.753 1.619 3.574  -0.200
H 4.108 1.675 2.938  0.087
H 4.099 3.200 4.879  0.108
H 1.997 3.527 6.148  0.114
H -0.292 3.078 6.500  0.116
H -2.437 2.078 5.785  0.109
H -2.603 1.047 3.565  0.108
H -1.639 3.504 1.107  0.107
H -3.755 4.710 0.763  0.106
H -5.882 3.456 0.585  0.104
H -5.873 0.990 0.772  0.106
H -3.765 -0.218 1.136  0.105
H -1.781 -0.922 -0.786  0.060
H -2.259 -3.326 -0.953  0.110
H -1.954 -4.796 1.019  0.104
H -1.186 -3.832 3.163  0.104
H -0.752 -1.416 3.349  0.101
S -0.257 -1.805 -6.498  0.794
As -1.328 1.846 -4.073  -0.206
S -2.036 1.592 -2.099  0.053
S 0.559 2.677 -4.152  0.051
S -2.452 1.296 -5.658  0.056
O 0.713 -0.335 -1.562  -0.492
C 1.629 -1.050 -2.335  -0.609
C 2.339 -2.066 -1.441  -0.530
C 1.767 -2.759 -0.413  -0.192
C 2.649 -3.712 0.165  -0.186
C 3.868 -3.728 -0.444  -0.404
S 3.956 -2.579 -1.704  1.033
C 2.628 -0.133 -3.026  -0.525
C 2.758 0.142 -4.352  -0.151
C 3.718 1.160 -4.620  -0.185
C 4.289 1.650 -3.492  -0.396
S 3.691 0.866 -2.089  0.930
C 0.842 -1.818 -3.391  -0.445
C -0.433 -1.590 -3.708  -0.141
C -0.921 -2.351 -4.871  -0.552
C 0.176 -3.197 -5.409  -0.807
S 1.614 -3.076 -4.358  0.980
H 0.749 -2.589 -0.094  0.089
H 2.386 -4.349 0.997  0.104
H 4.723 -4.339 -0.206  0.065
H 2.166 -0.342 -5.115  0.092
H 3.956 1.514 -5.613  0.110
H 5.044 2.415 -3.403  0.069
H -1.047 -0.884 -3.167  0.052
H -1.947 -2.693 -4.913  0.109
H -0.017 -4.182 -5.809  0.070

Results
electronic energy: -198071.963 eV
relative energy (zero: lowest compared OMol25 entry of this formula, charge and spin): 0.000 eV
E_HOMO: -7.97 eV
gap between HOMO and LUMO: 7.4 eV

Copy entry 3 word for word.
C18H22ClF2N3O4 | ωB97M-V/def2-TZVPD

Last column: Löwdin charge in e.
CARTESIAN COORDINATES (ANGSTROEM)
C 1.139 -1.740 1.076  -0.016
N 1.468 -0.407 1.574  -0.067
C 0.337 0.452 1.900  -0.165
C -0.280 1.100 0.666  -0.169
C -1.554 1.873 1.009  -0.172
C -2.826 1.032 0.923  -0.171
N -3.061 0.486 -0.403  0.077
C -2.769 -0.800 -0.712  -0.425
O -2.282 -1.598 0.067  0.083
C -3.111 -1.191 -2.108  -0.152
C -3.968 -0.672 -3.018  0.084
C -3.863 -1.524 -4.169  -0.211
N -4.483 -1.477 -5.356  0.117
C -4.148 -2.427 -6.189  -0.728
Cl -4.926 -2.411 -7.746  0.661
C -3.222 -3.454 -5.938  -0.082
C -2.585 -3.503 -4.716  0.041
C -2.934 -2.502 -3.828  -0.199
O -2.474 -2.306 -2.569  0.128
C 2.778 -0.177 1.813  -0.396
O 3.609 -1.062 1.652  0.056
C 3.255 1.194 2.348  -0.445
C 3.131 1.172 3.875  0.008
O 2.450 2.227 1.784  -0.008
C 4.712 1.366 1.899  -0.046
C 5.444 2.491 2.573  -0.366
F 6.662 2.666 1.992  0.059
F 4.764 3.689 2.415  0.028
H 1.769 -1.991 0.226  0.095
H 1.304 -2.494 1.848  0.099
H 0.093 -1.754 0.776  0.069
H -0.406 -0.173 2.407  0.134
H 0.642 1.231 2.590  0.103
H 0.469 1.773 0.247  0.109
H -0.486 0.339 -0.090  0.101
H -1.484 2.293 2.017  0.116
H -1.661 2.727 0.334  0.110
H -2.771 0.179 1.599  0.120
H -3.694 1.628 1.210  0.120
H -3.330 1.107 -1.147  0.139
H -4.616 0.180 -2.897  0.124
H -3.024 -4.188 -6.705  0.103
H -1.865 -4.271 -4.471  0.129
H 3.802 0.423 4.298  0.105
H 3.376 2.150 4.291  0.089
H 2.114 0.928 4.179  0.085
H 2.913 3.062 1.917  0.092
H 5.255 0.443 2.091  0.134
H 4.732 1.545 0.822  0.149
H 5.602 2.365 3.645  0.154

Results
electronic energy: -49641.880 eV
SMILES: CN(CCCCNC(=O)c1cc2nc(Cl)ccc2o1)C(=O)[C@](C)(O)CC(F)F
relative energy (zero: lowest compared OMol25 entry of this formula, charge and spin): 0.164 eV
E_HOMO: -9.16 eV
gap between HOMO and LUMO: 9.0 eV